1.
{
  "formula": "C5H6N2O",
  "method": "ωB97M-V with the def2-TZVPD basis set",
  "energy_ev": -10307.5388,
  "homo_ev": -8.5266,
  "relative_energy_kcal_mol": 47.6,
  "elements": ["O", "C", "C", "C", "C", "N", "C", "N", "H", "H", "H", "H", "H", "H"],
  "xyz": [[-2.338, -0.333, -1.066], [-1.271, -0.161, -0.626], [-0.599, -0.610, 0.629], [-0.197, 0.868, 0.929], [-0.147, 1.046, -0.556], [1.131, 0.723, -1.072], [1.495, -0.431, -0.709], [0.516, -1.279, -0.136], [-1.072, -1.272, 1.373], [-1.024, 1.453, 1.383], [0.720, 1.064, 1.484], [-0.488, 2.033, -0.866], [2.366, -0.975, -1.073], [0.907, -2.125, 0.305]],
  "forces_ev_per_a": [[-1.66, -0.37, -1.59], [1.47, 2.37, 2.33], [0.39, -0.81, 0.58], [-0.90, -0.93, 1.21], [-1.50, 1.50, -1.72], [1.64, 0.23, -0.28], [-1.92, -1.39, -0.64], [1.90, -1.04, 1.46], [0.32, 0.15, -0.35], [0.35, -0.61, -0.26], [0.05, -0.17, -0.19], [0.06, -0.15, -0.51], [0.24, 0.53, 0.28], [-0.43, 0.70, -0.32]],
  "mulliken_charge": [-0.5059, 0.2754, -0.1860, -0.6418, -0.1461, -0.5763, -0.0922, -0.2963, 0.4600, 0.3111, 0.2936, 0.4535, 0.3765, 0.2743]
}


2.
{
  "formula": "C5H6N2O",
  "method": "ωB97M-V with the def2-TZVPD basis set",
  "energy_ev": -10305.6993,
  "homo_ev": -8.4973,
  "relative_energy_kcal_mol": 90.0,
  "elements": ["O", "C", "C", "C", "C", "C", "N", "N", "H", "H", "H", "H", "H", "H"],
  "xyz": [[1.823, -1.627, -1.235], [1.158, -1.488, -0.151], [0.406, -0.189, 0.043], [0.436, 0.725, 1.126], [-0.876, 0.110, 0.768], [-1.582, 0.715, -0.437], [-0.795, 1.136, -1.432], [0.357, 0.565, -1.219], [0.847, -2.327, 0.707], [0.895, 0.375, 2.137], [0.846, 1.721, 0.740], [-1.525, -0.511, 1.380], [-2.662, 0.743, -0.331], [0.671, 0.051, -2.096]],
  "forces_ev_per_a": [[-2.50, -0.37, 5.02], [0.45, -0.74, -2.39], [2.29, -2.70, -3.35], [1.98, 1.71, 3.61], [-1.36, 0.80, -2.43], [0.41, 1.56, 0.35], [-5.16, -1.45, 2.08], [3.88, -1.73, -1.23], [1.48, 1.60, -2.19], [-0.92, 0.65, -1.95], [-1.24, -1.09, 1.08], [0.74, -0.07, 0.24], [0.10, 0.95, -0.71], [-0.13, 0.89, 1.86]],
  "mulliken_charge": [-0.5351, -0.0629, 0.9543, -0.7661, -0.3628, -0.2540, -0.7398, -0.0840, 0.2234, 0.2404, 0.2898, 0.3608, 0.3758, 0.3603]
}


3.
{
  "formula": "C5H6N2O",
  "method": "ωB97M-V with the def2-TZVPD basis set",
  "energy_ev": -10307.8567,
  "homo_ev": -9.2066,
  "relative_energy_kcal_mol": 40.3,
  "elements": ["C", "C", "C", "N", "C", "C", "N", "O", "H", "H", "H", "H", "H", "H"],
  "xyz": [[3.298, -0.787, -0.055], [2.135, -0.372, 0.021], [0.845, 0.235, 0.016], [0.729, 1.618, 0.093], [-0.178, -0.644, -0.009], [-1.617, -0.381, 0.002], [-2.031, 0.923, -0.140], [-2.462, -1.284, 0.103], [4.333, -1.008, -0.189], [1.474, 2.159, -0.375], [0.549, 2.056, 0.980], [0.101, -1.672, -0.120], [-1.478, 1.679, -0.477], [-3.060, 0.965, -0.154]],
  "forces_ev_per_a": [[-3.17, 1.46, 0.10], [4.22, -0.77, -0.62], [-0.71, -1.31, 0.51], [0.61, 1.72, -0.97], [0.42, 0.46, -0.20], [-1.58, -0.03, -0.35], [-1.66, -1.09, 0.48], [1.38, 0.98, 0.07], [-0.15, -0.24, 0.14], [-0.45, -0.85, 0.46], [-0.25, -0.36, 0.35], [-0.11, -0.44, 0.24], [0.48, 0.16, -0.04], [0.96, 0.30, -0.17]],
  "mulliken_charge": [0.1501, -0.3808, 0.2178, -0.5390, -0.4813, 0.2477, -0.3801, -0.6327, 0.4322, 0.2691, 0.2203, 0.3818, 0.2594, 0.2356]
}


4.
{
  "formula": "C5H6N2O",
  "method": "ωB97M-V with the def2-TZVPD basis set",
  "energy_ev": -10303.0708,
  "homo_ev": -9.2159,
  "relative_energy_kcal_mol": 150.6,
  "elements": ["C", "C", "C", "C", "N", "C", "N", "O", "H", "H", "H", "H", "H", "H"],
  "xyz": [[0.394, -1.936, 2.519], [0.605, -0.950, 1.755], [0.772, -0.037, 0.857], [-0.729, 0.428, 0.768], [-0.083, -0.247, -0.357], [0.409, 0.438, -1.584], [-0.756, 1.063, -2.331], [1.526, 0.600, -2.078], [0.239, -2.497, 3.451], [1.541, 1.026, 1.038], [-1.491, -0.221, 1.373], [-1.054, 1.427, 0.445], [-0.181, 0.972, -3.283], [-1.194, -0.065, -2.572]],
  "forces_ev_per_a": [[1.01, 3.97, -1.61], [0.38, -10.56, 8.42], [-0.37, 8.93, -3.70], [-1.52, 0.12, -1.50], [3.04, 0.49, -1.20], [-0.79, 1.99, -0.29], [1.95, -7.00, -2.82], [-2.11, -1.36, 2.52], [0.01, 0.31, -1.25], [-2.16, -3.78, -1.03], [1.48, 1.39, -1.44], [0.39, -0.08, 0.87], [-1.69, 1.49, 1.90], [0.38, 4.08, 1.12]],
  "mulliken_charge": [-0.2245, -0.7202, 0.3674, -0.4518, -0.1265, 0.4458, -0.6446, -0.5408, 0.3789, 0.2758, 0.2542, 0.3060, 0.3541, 0.3262]
}